Here is a structure of composition C17H32As3I2NOSZr from the Open Molecules 2025 dataset. Energies are from ωB97M-V/def2-TZVPD.

Cartesian coordinates (Å):
Zr 1.661 2.017 -0.991
C 2.845 0.863 2.810
As 1.363 1.589 1.788
C 1.025 3.203 2.799
C -0.175 0.496 2.284
C -0.400 -0.905 1.690
C 0.874 -1.744 1.798
C -0.966 -0.888 0.246
As -0.019 -1.326 -1.412
C 1.344 -2.671 -1.338
C -1.434 -2.112 -2.445
C -1.481 -1.590 2.565
As -3.418 -1.095 2.729
C -3.512 0.820 2.302
C -4.118 -1.737 1.004
H 2.511 0.727 3.838
H 3.661 1.585 2.806
H 3.191 -0.094 2.427
H 0.977 2.952 3.858
H 0.091 3.659 2.483
H 1.844 3.901 2.629
H -1.037 1.134 2.103
H -0.080 0.390 3.368
H 1.686 -1.337 1.189
H 0.691 -2.774 1.490
H 1.211 -1.778 2.835
H -1.503 0.037 0.024
H -1.711 -1.684 0.180
H 0.950 -3.514 -0.774
H 2.245 -2.286 -0.874
H 1.540 -2.986 -2.363
H -1.735 -3.046 -1.972
H -1.079 -2.306 -3.455
H -2.286 -1.434 -2.478
H -1.119 -1.585 3.595
H -1.534 -2.648 2.283
H -3.065 1.420 3.094
H -4.575 1.060 2.271
H -3.079 1.087 1.336
H -3.803 -2.768 0.830
H -3.842 -1.108 0.156
H -5.204 -1.740 1.078
I -0.824 3.039 -0.442
I 2.502 4.002 -2.573
O 3.729 2.329 -0.037
S 4.072 0.863 -0.144
N 2.853 0.132 -0.592
C 1.019 1.470 -4.989
C -0.191 1.620 -4.328
C -0.427 0.931 -3.147
C 0.569 0.105 -2.594
C 1.797 -0.033 -3.278
C 2.016 0.655 -4.460
H 1.190 1.992 -5.921
H -0.962 2.258 -4.737
H -1.397 1.011 -2.674
H 2.558 -0.698 -2.894
H 2.959 0.542 -4.978

Energy relative to the best compared isomer or geometry (same formula, charge and spin), eV: 0.000
Energy, eV: -232505.4135
Molar mass, Da: 868.31
Charge: +2